{"formula": "C10H19Cl6N", "method": "ωB97M-V with the def2-TZVPD basis set", "smiles": "CCCC#N.ClCCCl.ClCCCl.ClCCCl", "largest_force_ha_per_bohr": 0.069, "e_above_lowest_kj_mol": 99.2, "homo_lumo_gap_ev": 10.992, "spin_multiplicity": 1, "mol_weight_g_mol": 366.0, "e_homo_ev": -10.6, "symbols": ["C", "C", "C", "C", "N", "H", "H", "H", "H", "H", "H", "H", "Cl", "C", "C", "Cl", "H", "H", "H", "H", "Cl", "C", "C", "Cl", "H", "H", "H", "H", "Cl", "C", "C", "Cl", "H", "H", "H", "H"], "positions_angstrom": [[27.39736, 12.08721, -28.57427], [27.23619, 10.94343, -27.48788], [26.63173, 9.59881, -27.98797], [25.24919, 9.72365, -28.24102], [24.13759, 9.77282, -28.57492], [26.48181, 12.29197, -29.12919], [27.97768, 11.73846, -29.42849], [27.82240, 13.04710, -28.28091], [26.67852, 11.34650, -26.64252], [28.21145, 10.66616, -27.08778], [26.77466, 8.95997, -27.11645], [27.24166, 9.22287, -28.80941], [16.18513, 5.28907, -31.13926], [17.72200, 6.01066, -30.78487], [18.79216, 5.70472, -31.80431], [18.20472, 6.29085, -33.38983], [17.92317, 5.74044, -29.74824], [17.52738, 7.08181, -30.83846], [18.94895, 4.62618, -31.82023], [19.77271, 6.14617, -31.62616], [30.63486, 7.76406, -22.36755], [31.40731, 8.20747, -20.85926], [30.43966, 8.95880, -19.92093], [30.19192, 10.73241, -20.41327], [32.24970, 8.88320, -21.00708], [31.83045, 7.34686, -20.34117], [30.84530, 8.97370, -18.90933], [29.51764, 8.38875, -19.80678], [27.70883, 5.10226, -33.06389], [26.17909, 4.16513, -33.36547], [26.44620, 3.19554, -34.56334], [25.09441, 1.99186, -34.65249], [25.33767, 4.77031, -33.70291], [25.98878, 3.52910, -32.50097], [27.40992, 2.68653, -34.54694], [26.38711, 3.71559, -35.51945]]}

{"formula": "C5H9NS2", "method": "ωB97M-V with the def2-TZVPD basis set", "smiles": "S=C1CCNCCS1", "largest_force_ha_per_bohr": 0.147, "e_above_lowest_kj_mol": 384.5, "homo_lumo_gap_ev": 8.234, "spin_multiplicity": 1, "mol_weight_g_mol": 147.3, "e_homo_ev": -8.3, "symbols": ["S", "C", "C", "C", "N", "C", "C", "S", "H", "H", "H", "H", "H", "H", "H", "H", "H"], "positions_angstrom": [[0.93135, -3.33870, 0.60982], [0.15021, -1.85824, 0.79558], [-0.71436, -1.29530, -0.41325], [-0.24530, -0.12718, -1.16456], [1.00693, 0.51563, -0.72390], [0.66272, 1.48973, 0.19584], [-0.23028, 0.78080, 1.18618], [0.57040, -0.60077, 1.96965], [-0.99033, -2.05458, -1.23358], [-1.61771, -0.95809, 0.17562], [0.00003, -0.58280, -2.38293], [-1.08525, 0.69396, -1.15264], [1.40114, 1.03201, -1.59151], [-0.10456, 2.18016, 0.05253], [1.51982, 2.19944, 0.67582], [-0.11373, 1.46437, 2.03121], [-1.14106, 0.45958, 0.97011]]}